Density functional theory data (ωB97M-V/def2-TZVPD) for a single C3H9N3O2 molecule in a non-equilibrium geometry.

Output
E_LUMO (alpha / beta) = 0.74 / 0.74 eV
E_tot = -11816.57704 eV
HOMO energy (alpha / beta) = -8.72 / -8.72 eV
Spin multiplicity = 1
Relative energy (zero: lowest compared OMol25 entry of this formula, charge and spin) = 172.54 kcal per mole
Total charge = 0
Kohn-Sham gap (alpha / beta) = 0.3478 / 0.3478 Ha

XYZ file:
```
17
Properties=species:S:1:pos:R:3:forces:R:3:mulliken_charge:R:1
C -1.879 0.982 -0.117 0.327 -0.001 -0.017 -1.45
C -0.784 -1.276 -0.060 0.038 0.265 -0.266 -1.57
C -0.587 0.206 -0.385 -0.293 -0.452 -0.450 0.87
N 0.423 0.757 0.499 2.705 -0.455 -0.064 -0.58
N 2.334 -0.667 0.507 0.045 -0.488 0.386 0.32
N 1.982 0.429 -0.035 -4.164 1.196 0.992 0.61
O 3.405 -1.273 0.332 0.292 0.119 -0.228 -0.67
O 2.531 1.188 -0.809 0.607 -0.446 -0.102 -0.65
H -2.149 0.895 0.933 -0.093 0.000 0.107 0.38
H -1.761 2.037 -0.362 -0.021 0.060 -0.012 0.37
H -2.685 0.578 -0.725 -0.023 -0.016 -0.017 0.40
H -0.862 -1.400 1.018 -0.039 -0.036 0.128 0.37
H 0.033 -1.888 -0.437 0.057 -0.061 -0.003 0.36
H -1.704 -1.635 -0.512 -0.076 -0.116 -0.088 0.42
H -0.315 0.330 -1.444 -0.013 -0.001 0.127 0.26
H 0.409 1.773 0.449 0.421 0.006 -0.188 0.29
H 1.609 -1.034 1.148 0.230 0.426 -0.305 0.29
```
Forces are in eV/Å.



Density functional theory data (ωB97M-V/def2-TZVPD) for a molecular structure, C3H7NOS in a non-equilibrium geometry.

Output
E_LUMO = -0.08 eV
E_tot = -17592.85706 eV
HOMO energy = -9.52 eV
Spin multiplicity = 1
Relative energy (zero: lowest compared OMol25 entry of this formula, charge and spin) = 116.97 kcal per mole
Total charge = 0
Kohn-Sham gap = 0.3468 Ha

XYZ file:
```
13
Properties=species:S:1:pos:R:3:forces:R:3:mulliken_charge:R:1
C -1.351 0.948 0.249 2.402 1.621 -1.278 -0.81
C -0.559 -0.078 -0.010 -0.316 0.313 0.755 0.49
C -0.769 -1.517 0.041 1.390 -1.835 0.055 -1.07
N 1.309 1.741 -0.568 -0.494 -1.399 -0.298 -0.62
O 1.927 -0.892 -0.684 -0.735 1.184 -0.397 -0.57
S 1.189 0.263 -0.167 2.874 1.468 3.484 0.60
H -0.719 1.876 0.171 -1.509 -0.387 0.310 0.33
H -2.414 0.978 0.268 -0.558 -0.281 0.422 0.35
H -1.550 -1.842 -0.592 -1.070 -0.136 -0.866 0.37
H 0.193 -1.942 -0.435 -1.687 -0.188 1.361 0.34
H -1.061 -1.900 1.061 0.891 0.345 -0.927 0.25
H 2.157 2.227 -0.867 -0.179 -0.916 0.394 0.24
H 1.649 0.137 1.533 -1.009 0.213 -3.014 0.12
```
Forces are in eV/Å.



Density functional theory data (ωB97M-V/def2-TZVPD) for a molecular structure, C43H46CaN14O3S2Se in a non-equilibrium geometry.

Output
E_LUMO = -0.59 eV
E_tot = -177797.89337 eV
HOMO energy = -7.67 eV
Spin multiplicity = 1
Relative energy (zero: lowest compared OMol25 entry of this formula, charge and spin) = 0.00 kcal per mole
Total charge = 0
Kohn-Sham gap = 0.2599 Ha

XYZ file:
```
110
Properties=species:S:1:pos:R:3:forces:R:3:mulliken_charge:R:1
Ca -0.942 0.388 0.598 -0.244 -0.410 0.220 2.12
N -3.505 1.411 0.850 -0.281 -1.334 -1.379 -0.28
C -3.826 1.773 2.203 -0.761 0.033 0.294 -0.91
C -3.351 0.822 3.282 -0.887 -0.894 0.285 -0.70
N -2.005 0.297 3.127 0.912 -0.380 0.593 0.56
C -1.099 0.915 4.125 0.223 -0.135 0.309 0.36
C -0.462 2.242 3.720 0.144 0.176 -0.075 -0.79
N 0.334 2.031 2.512 -0.936 0.775 -0.841 -0.06
H -3.412 2.228 0.238 -0.372 -0.580 0.351 0.26
H -4.114 0.666 0.425 0.853 1.324 0.619 0.00
H -4.911 1.940 2.421 0.628 0.119 -0.346 0.35
H -3.299 2.691 2.327 0.191 1.025 0.420 0.37
H -4.056 -0.027 3.376 0.249 0.307 -0.221 0.49
H -3.444 1.356 4.238 -0.068 -0.010 -0.074 0.42
H -1.996 -0.720 3.354 -0.045 1.058 -0.378 -0.41
H -0.303 0.203 4.367 -0.149 0.221 -0.323 -1.07
H -1.648 1.048 5.059 -0.001 0.124 0.239 0.55
H 0.173 2.631 4.576 -0.922 -0.263 -0.709 0.50
H -1.247 2.982 3.442 0.524 -0.328 0.467 0.28
H 1.156 1.495 2.663 0.832 -0.333 0.246 0.06
H 0.570 2.911 2.038 -0.020 -0.629 0.268 0.06
C 6.820 -1.070 -2.199 1.380 -0.413 0.859 -0.89
O 5.908 -0.083 -1.792 0.399 -0.342 0.562 -0.41
C 5.145 0.533 -2.702 -1.216 0.580 -1.133 1.21
C 5.405 0.609 -4.077 1.690 -0.802 0.535 -0.44
C 4.523 1.205 -4.930 -1.332 1.251 0.320 -0.92
C 3.417 1.876 -4.429 -0.170 -0.180 0.365 -0.96
C 3.172 1.867 -3.052 -0.042 -0.173 -0.771 -0.37
C 3.971 1.144 -2.193 1.091 -0.410 0.573 0.51
N 3.718 1.039 -0.785 -0.257 0.285 -0.580 -0.06
C 2.347 1.106 -0.428 -0.050 0.104 0.017 -1.77
N 2.016 2.411 -0.284 -0.928 2.195 0.390 0.58
C 0.724 3.140 -0.499 2.102 -0.749 0.196 -1.10
C -0.471 2.503 -0.666 -0.534 -0.473 0.165 1.12
C -1.518 3.371 -0.995 -0.791 -0.263 0.321 -1.55
C -1.394 4.750 -1.022 -1.956 0.108 -2.090 -1.57
C -0.177 5.342 -0.913 1.322 0.086 0.781 -0.58
C 0.895 4.524 -0.620 0.937 0.067 -0.182 1.35
O 2.202 4.953 -0.525 0.302 0.344 0.406 -0.40
C 2.468 6.330 -0.735 -0.914 -0.114 -1.056 -0.94
N 1.553 0.087 -0.282 0.684 0.075 0.267 1.49
C 2.142 -1.226 -0.350 -0.141 0.041 -0.512 -0.19
C 3.075 -1.697 0.547 -0.067 1.645 1.259 -0.06
C 3.418 -3.020 0.663 1.095 -0.569 0.089 -1.49
C 2.895 -3.921 -0.238 0.749 -0.152 -0.374 -0.81
C 2.114 -3.450 -1.294 0.346 -1.326 1.374 -0.49
C 1.697 -2.159 -1.306 -0.423 1.876 -0.057 0.59
O 0.820 -1.654 -2.204 -0.414 -0.012 0.012 -0.32
C 0.037 -2.630 -2.877 0.117 1.425 -1.233 -0.93
H 7.405 -1.298 -1.284 -0.114 0.289 -0.588 0.26
H 7.512 -0.759 -2.994 -0.274 0.112 0.278 0.32
H 6.384 -2.026 -2.465 -0.676 0.014 -0.357 0.34
H 6.367 0.265 -4.514 -0.853 -0.105 0.596 0.17
H 4.668 1.278 -5.974 0.533 -0.223 -0.919 0.44
H 2.733 2.390 -5.107 0.213 -0.108 0.287 0.41
H 2.333 2.392 -2.660 -0.559 0.275 0.155 0.38
H 4.221 0.328 -0.302 0.418 -0.623 -0.272 0.53
H 2.816 3.088 -0.177 -1.163 -1.438 -0.510 0.39
H -2.495 2.916 -1.234 0.326 0.440 -0.032 0.73
H -2.181 5.386 -1.486 0.167 -0.567 0.867 0.28
H -0.060 6.396 -1.044 0.064 0.418 -0.075 0.46
H 1.835 6.952 -0.114 -0.159 0.147 0.251 0.35
H 2.233 6.561 -1.800 0.360 0.102 0.615 0.36
H 3.498 6.551 -0.499 0.289 -0.282 -0.051 0.27
H 3.470 -0.987 1.294 -0.178 -0.303 -0.317 0.56
H 4.215 -3.283 1.375 -0.676 -0.136 -0.190 0.46
H 3.189 -4.971 -0.199 -0.217 0.278 -0.014 0.44
H 1.726 -4.199 -1.933 -0.354 -0.296 -0.817 0.48
H -0.723 -2.049 -3.451 0.266 -0.783 0.782 0.08
H -0.314 -3.363 -2.187 -0.776 -0.417 0.370 0.39
H 0.658 -3.105 -3.613 0.308 -0.510 -0.493 0.47
Se -6.808 -3.522 -4.036 -0.362 0.087 -1.315 0.25
N -5.472 -2.389 -4.439 -0.305 -0.613 1.132 -0.92
C -4.936 -2.149 -3.253 2.158 1.343 -1.910 0.79
C -3.705 -1.334 -3.142 -0.551 0.537 -0.770 1.05
C -3.095 -0.706 -4.268 0.634 0.149 1.447 -1.20
C -1.992 0.113 -4.013 -0.115 -0.233 -1.085 -0.90
C -1.518 0.259 -2.710 0.115 0.222 0.661 -0.79
N -2.118 -0.305 -1.656 0.024 -0.089 -0.330 1.26
C -3.202 -1.085 -1.860 0.564 -0.112 0.554 -0.83
C -3.821 -1.735 -0.656 0.437 0.607 0.575 -0.50
N -3.237 -1.591 0.574 0.903 1.089 -1.914 1.29
C -3.762 -2.174 1.596 0.001 -0.513 1.904 -0.15
C -4.930 -2.934 1.514 -0.522 -1.403 2.809 -0.89
C -5.548 -3.090 0.331 0.670 0.586 -0.914 -1.51
C -4.977 -2.468 -0.791 0.085 -0.400 0.309 0.32
C -5.483 -2.717 -2.107 -1.430 -0.721 0.209 1.19
N -6.522 -3.490 -2.329 -0.038 -0.171 0.896 -0.84
H -3.413 -0.861 -5.294 -0.292 -0.112 0.292 0.46
H -1.476 0.594 -4.872 -0.332 -0.312 0.868 0.40
H -0.625 0.858 -2.440 -0.676 -0.352 -0.430 0.07
H -3.256 -2.094 2.605 -0.427 -0.068 -1.326 -0.05
H -5.299 -3.499 2.446 0.589 1.114 -1.543 0.34
H -6.392 -3.705 0.198 -0.899 -0.578 -0.086 0.61
N -2.612 -4.569 -0.777 0.304 0.301 -0.025 -0.63
C -1.669 -4.182 -0.217 0.106 -0.366 0.421 0.54
N -0.535 -3.916 0.423 -0.086 0.305 -0.059 -0.75
C -0.369 -2.804 1.053 -0.711 0.151 -0.038 0.92
N -0.228 -1.795 1.646 0.239 -0.501 -0.216 -0.82
S -1.741 -2.883 5.712 1.178 0.896 0.141 -0.35
C -0.218 -2.122 5.667 -1.142 -1.344 -0.489 0.42
N 0.432 -1.881 4.532 0.475 0.159 0.234 0.02
C 1.799 -1.362 4.620 0.536 -0.978 0.341 0.00
C 1.926 -0.767 6.038 -0.595 0.309 -0.761 -0.51
S 0.780 -1.729 7.038 -0.495 0.053 0.519 -0.14
H 0.020 -2.179 3.647 0.184 0.215 -0.110 -0.29
H 1.950 -0.597 3.852 0.137 -0.262 0.027 -0.25
H 2.548 -2.197 4.518 -0.711 0.724 -0.260 0.37
H 1.570 0.280 5.969 0.522 -0.415 0.526 0.21
H 2.906 -0.902 6.493 0.034 0.441 -0.316 0.44
```
Forces are in eV/Å.



Density functional theory data (ωB97M-V/def2-TZVPD) for 5 unconnected molecules or ions with the total composition C4H16O4 in a non-equilibrium geometry.

Output
E_LUMO = 0.45 eV
E_tot = -12596.09523 eV
HOMO energy = -10.06 eV
Spin multiplicity = 1
Relative energy (zero: lowest compared OMol25 entry of this formula, charge and spin) = 40.16 kcal per mole
Total charge = 0
Kohn-Sham gap = 0.3864 Ha

XYZ file:
```
24
Properties=species:S:1:pos:R:3:forces:R:3:mulliken_charge:R:1
C -2.302 -1.328 0.049 -0.938 0.016 -0.440 -1.20
C -1.346 -2.106 -0.886 -0.643 0.336 0.723 -0.05
C 0.059 -1.850 -0.473 1.201 -0.798 0.575 -0.16
C 1.079 -1.671 -1.298 -0.227 1.308 -1.706 -1.11
H -3.232 -1.061 -0.479 0.518 0.346 -0.175 0.32
H -2.750 -1.840 0.902 0.784 -0.449 0.196 0.31
H -1.789 -0.439 0.401 -0.266 0.275 0.049 0.36
H -1.523 -1.756 -1.904 0.185 -0.255 -0.036 0.25
H -1.550 -3.173 -0.810 -0.061 -0.105 -0.221 0.25
H 0.283 -1.955 0.593 -0.237 0.229 -0.101 0.35
H 2.099 -1.328 -1.164 0.075 -0.673 1.052 0.51
H 0.872 -1.541 -2.364 -0.306 -0.347 0.060 0.20
H 3.074 2.480 3.298 -0.235 0.180 -0.339 0.31
H 2.768 3.894 2.652 0.333 -0.805 0.482 0.33
O 3.324 3.409 3.294 -0.101 0.614 -0.176 -0.64
H -2.194 1.262 -5.969 0.180 -0.657 -0.112 0.31
H -2.813 2.559 -6.375 -0.384 0.470 -0.530 0.32
O -2.367 2.140 -5.651 0.205 0.185 0.640 -0.63
H 1.107 -0.031 5.240 0.352 0.642 0.291 0.32
H 1.187 0.718 6.689 0.165 -0.159 -0.923 0.33
O 0.836 -0.013 6.161 -0.520 -0.480 0.632 -0.64
H 2.039 1.711 -1.165 -0.321 -0.138 0.554 0.32
H 1.553 0.477 -0.397 -0.167 0.185 -0.014 0.33
O 1.587 1.442 -0.344 0.409 0.082 -0.482 -0.67
```
Forces are in eV/Å.



Density functional theory data (ωB97M-V/def2-TZVPD) for 2 unconnected molecules or ions with the total composition C4H6N in a non-equilibrium geometry.

Output
E_LUMO (alpha / beta) = -5.87 / -6.82 eV
E_tot = -5720.96913 eV
HOMO energy (alpha / beta) = -14.50 / -13.36 eV
Spin multiplicity = 1
Relative energy (zero: lowest compared OMol25 entry of this formula, charge and spin) = 134.48 kcal per mole
Total charge = +1
Kohn-Sham gap (alpha / beta) = 0.3169 / 0.2406 Ha

XYZ file:
```
11
Properties=species:S:1:pos:R:3:forces:R:3:mulliken_charge:R:1
C 2.166 -1.152 -0.245 -1.742 3.720 -0.244 0.21
C 0.144 1.880 0.270 -2.987 -2.510 -0.355 -0.64
C 0.498 0.643 -0.006 -1.542 1.177 0.568 0.35
C -1.768 -1.116 -0.009 0.581 1.168 -2.148 -0.91
N 1.492 -0.127 -0.150 4.114 -5.974 -0.674 -0.13
H 3.028 -1.837 -0.508 -1.241 1.126 0.568 0.42
H 0.725 2.714 0.283 2.142 2.067 0.072 0.36
H -0.934 2.078 0.404 0.607 -0.150 -0.007 0.21
H -1.553 -1.711 -0.910 -0.038 0.086 1.037 0.33
H -1.439 -1.127 0.965 1.090 -1.334 1.950 0.45
H -2.359 -0.245 -0.094 -0.987 0.624 -0.768 0.34
```
Forces are in eV/Å.



Density functional theory data (ωB97M-V/def2-TZVPD) for 3 unconnected molecules or ions with the total composition C16H38BN3O8 in a non-equilibrium geometry.

Output
E_LUMO = 0.22 eV
E_tot = -38735.22881 eV
HOMO energy = -8.43 eV
Spin multiplicity = 1
Total charge = 0
Kohn-Sham gap = 0.3178 Ha

XYZ file:
```
66
Properties=species:S:1:pos:R:3:forces:R:3:mulliken_charge:R:1
O -4.305 0.316 1.265 -1.880 4.481 1.132 -0.54
C -3.933 -0.726 0.946 1.100 -3.296 -0.906 0.17
N -3.636 -1.747 1.854 0.379 -0.967 -0.776 -0.19
C -2.926 -2.781 1.117 0.036 -0.054 -1.286 -0.29
C -3.383 -2.610 -0.331 -1.559 -0.365 -0.198 -0.96
C -3.632 -1.140 -0.530 0.254 0.768 1.779 0.32
O -2.549 -0.276 -0.880 -0.255 -0.818 -0.190 -0.58
B -1.676 -0.702 -1.839 0.255 0.499 -0.469 0.67
O -0.398 -0.226 -1.755 0.308 -0.227 0.650 -0.39
O -1.995 -1.527 -2.889 -0.458 -0.494 0.335 -0.53
H -4.406 -2.064 2.420 0.043 0.223 0.321 0.30
H -3.165 -3.789 1.397 0.122 -0.349 0.678 0.51
H -1.863 -2.613 1.104 0.460 -0.112 0.712 -0.09
H -4.399 -3.006 -0.325 -0.310 -0.137 -0.129 0.37
H -2.925 -3.209 -1.100 0.751 0.136 -0.173 0.34
H -4.552 -0.879 -1.027 -0.029 0.000 -0.849 0.40
H -0.283 0.014 -0.826 0.316 0.456 -0.210 0.26
H -1.496 -2.343 -2.777 0.152 0.042 -0.589 0.31
C -0.788 -0.948 2.668 0.063 0.034 0.350 -0.94
O -0.778 -2.253 3.226 0.227 0.339 -0.169 -0.25
C 0.488 -2.895 3.111 -0.138 -0.428 0.081 -0.80
C 1.108 -3.099 4.476 -0.049 0.267 0.086 -0.32
N 1.519 -1.827 5.057 -0.030 -0.172 0.040 -0.32
C 1.927 -1.913 6.456 -0.011 0.224 -0.099 -0.70
C 0.863 -2.283 7.485 0.203 -0.030 0.210 -0.48
O -0.149 -1.306 7.644 -0.080 -0.138 -0.120 -0.42
C -1.255 -1.424 6.764 0.017 0.210 0.147 -0.55
H -1.804 -0.573 2.714 -0.046 -0.025 0.048 0.20
H -0.142 -0.276 3.242 0.115 0.046 -0.185 0.44
H -0.465 -0.964 1.620 0.078 0.054 0.026 0.35
H 1.160 -2.337 2.453 -0.001 0.100 0.069 0.37
H 0.314 -3.876 2.656 0.019 0.016 -0.017 0.39
H 1.984 -3.746 4.380 0.010 -0.003 0.027 0.42
H 0.368 -3.616 5.102 0.012 -0.156 -0.081 0.21
H 0.749 -1.173 4.987 0.010 0.024 -0.015 0.08
H 2.325 -0.933 6.733 0.011 -0.022 0.055 0.38
H 2.757 -2.622 6.537 -0.032 -0.052 -0.020 0.41
H 1.362 -2.352 8.455 -0.014 0.013 0.000 0.35
H 0.422 -3.269 7.296 -0.072 0.038 -0.116 0.34
H -1.455 -2.465 6.497 0.050 -0.017 -0.056 0.27
H -1.107 -0.833 5.857 -0.045 -0.115 -0.097 0.18
H -2.129 -1.024 7.277 0.027 -0.010 0.037 0.32
C 2.131 5.561 -6.610 0.110 -0.044 0.109 -0.72
O 2.429 5.307 -5.250 -0.148 0.002 -0.208 -0.35
C 1.282 5.280 -4.405 0.164 0.062 0.328 -0.82
C 1.066 3.892 -3.842 0.036 -0.127 -0.267 -0.20
N 0.637 2.966 -4.882 0.072 0.001 0.153 -0.30
C 0.614 1.565 -4.461 -0.071 0.101 -0.293 -0.45
C 1.946 0.905 -4.122 -0.158 -0.272 0.107 -0.40
O 2.817 0.755 -5.232 0.078 0.165 0.104 -0.45
C 3.667 1.858 -5.491 -0.017 -0.199 -0.175 -0.55
H 3.077 5.650 -7.142 0.021 -0.007 0.045 0.24
H 1.557 4.741 -7.055 -0.082 0.074 -0.045 0.31
H 1.576 6.496 -6.723 -0.044 -0.018 -0.046 0.34
H 0.391 5.632 -4.932 0.004 -0.080 -0.090 0.42
H 1.475 5.970 -3.578 -0.021 0.014 -0.017 0.38
H 0.297 3.936 -3.065 -0.001 -0.028 0.011 0.37
H 2.008 3.574 -3.373 -0.008 0.108 0.141 0.19
H 1.262 3.054 -5.673 -0.007 0.016 -0.023 0.13
H 0.162 0.996 -5.278 0.014 -0.055 0.033 0.31
H -0.054 1.465 -3.604 0.048 0.034 0.056 0.18
H 1.723 -0.108 -3.780 -0.002 0.006 -0.001 0.26
H 2.461 1.402 -3.292 0.043 0.117 -0.077 0.35
H 3.938 2.390 -4.576 -0.059 0.051 0.013 0.27
H 3.211 2.555 -6.200 0.036 0.132 0.088 0.19
H 4.579 1.473 -5.950 -0.013 -0.036 0.023 0.29
```
Forces are in eV/Å.